Density functional theory data (ωB97M-V with the def2-TZVPD basis set) for a structure of composition C3F5NO3S in a non-equilibrium geometry.

Cartesian coordinates (Å):
C1 -0.94410 -1.67486 -0.51917
C2 -0.41601 -0.56712 0.16710
C3 -1.29396 0.79827 -0.05381
N1 -1.14030 -2.62095 -1.10454
O1 3.30410 0.66506 -0.69714
O2 1.53661 1.73526 0.62858
O3 1.08152 -0.14959 -0.89093
F1 -0.02947 -0.80392 1.34150
F2 -1.39287 1.30247 1.18444
F3 -0.68429 1.49576 -0.96461
F4 -2.51179 0.68422 -0.51867
F5 2.30852 -0.43664 1.11320
S1 2.06356 0.63658 0.00079

LUMO energy   -2.2 eV
HOMO   -12.08 eV
ΔE to the lowest compared entry with this formula, charge and spin   0.137 eV
Kohn-Sham gap   9.848 eV


Density functional theory data (ωB97M-V with the def2-TZVPD basis set) for a structure of composition C12H12BrClN2O2Sm in a non-equilibrium geometry.

Cartesian coordinates (Å):
N1 4.17538 -0.05702 0.01475
C1 2.76702 -0.63323 -0.01447
C2 1.77048 0.50022 0.62877
C3 1.37104 1.72817 -0.38040
C4 0.21451 1.37768 -1.48642
C5 -0.89346 0.26692 -1.01403
C6 -1.15266 -1.04272 -2.02178
C7 -2.23220 -2.20013 -1.56969
C8 -3.10528 -2.16770 -0.14845
Cl1 -4.28297 -3.49328 0.39066
C9 -2.86471 -0.86045 0.81124
C10 -1.79350 0.29801 0.35643
C11 -1.78065 1.47770 1.49492
O1 -1.07694 2.60851 1.59741
N2 -2.86439 0.98468 2.44309
Br1 -2.31720 1.43471 4.18455
C12 -3.47846 -0.42018 2.26630
O2 -4.27311 -1.10219 3.12029
H1 4.74848 -0.41041 -0.78294
H2 4.64340 -0.27349 0.92337
H3 2.78839 -1.56594 0.72808
H4 2.43485 -1.05318 -1.05489
H5 0.86714 -0.05534 1.12379
H6 2.37652 0.99690 1.52962
H7 2.35809 1.98127 -1.00235
H8 1.15877 2.70843 0.25611
H9 0.75722 1.00656 -2.47933
H10 -0.36401 2.37073 -1.80950
H11 -0.53891 -1.08651 -3.04069
H12 -2.42992 -3.14220 -2.27499
Sm1 3.01703 -0.17651 -2.78942

LUMO energy (alpha / beta)   -9.4 / -9.3 eV
2S+1   5
HOMO (alpha / beta)   -14.25 / -14.25 eV
Charge   +2
Kohn-Sham gap (alpha / beta)   4.830 / 4.943 eV


Density functional theory data (ωB97M-V with the def2-TZVPD basis set) for a cluster of 14 separate species, C20H68O24 in total in a non-equilibrium geometry.

Cartesian coordinates (Å):
O1 -0.11800 19.21200 7.58900
H1 0.75900 19.18400 8.01400
H2 -0.07200 19.42800 6.65300
O2 2.28800 18.50000 9.00400
H3 2.35900 18.14200 9.87500
H4 2.55800 19.41400 9.14300
O3 5.93400 14.95000 6.99300
H5 5.28100 14.28100 7.18500
H6 5.59900 15.70600 7.41300
O4 3.34200 13.42800 6.06300
H7 2.46500 13.09800 5.91800
H8 3.69600 12.59800 6.36000
C1 1.40600 14.97300 1.35800
C2 1.46200 14.67600 -0.11000
O5 1.40500 15.89600 -0.90300
O6 1.20100 13.90800 2.28000
H9 0.51400 15.53100 1.54100
H10 2.25400 15.59800 1.75000
H11 0.56000 14.10700 -0.32900
H12 2.41000 14.11900 -0.31200
H13 1.27700 15.60300 -1.80800
H14 1.61000 13.09200 1.92500
C3 -1.33600 15.19500 9.61000
C4 -0.87900 15.60000 8.20100
O7 -0.47200 14.30700 7.55700
O8 -1.77300 16.33100 10.14100
H15 -0.54000 14.80500 10.26200
H16 -2.08500 14.45300 9.59900
H17 -0.11700 16.38700 8.11600
H18 -1.71000 15.90500 7.58700
H19 -1.06000 13.51900 7.51700
H20 -2.40400 16.63400 9.45000
C5 4.13500 20.69300 6.15800
C6 2.95500 21.12000 5.32200
O9 1.99100 20.14700 5.30400
O10 5.12500 21.65200 6.10600
H21 4.52700 19.72700 5.75300
H22 3.80200 20.61200 7.14800
H23 3.17600 21.39000 4.33600
H24 2.60000 22.07200 5.74200
H25 1.94300 19.68800 4.43500
H26 5.92300 21.28600 5.76300
C7 -3.24300 17.40400 4.46900
C8 -3.23100 18.83300 5.00700
O11 -3.10100 19.70500 3.90000
O12 -2.12200 17.26000 3.56100
H27 -4.14200 17.18900 3.90700
H28 -3.25200 16.77500 5.33300
H29 -2.49200 18.78800 5.81600
H30 -4.08100 19.05800 5.54500
H31 -2.21400 19.70300 3.59200
H32 -1.23200 17.42600 3.90400
C9 6.31500 19.54400 8.50700
C10 5.73400 18.22400 9.00600
O13 5.00500 17.70800 7.90200
O14 7.30300 19.86500 9.45900
H33 5.61100 20.37000 8.60200
H34 6.58500 19.25000 7.47300
H35 5.05500 18.25200 9.90700
H36 6.52000 17.50000 9.17000
H37 4.10000 17.81100 8.06400
H38 6.85900 20.43900 10.12700
C11 2.50700 15.06400 9.35600
C12 3.03200 15.45700 10.75900
O15 2.06300 15.37200 11.78700
O16 3.57600 14.79900 8.53200
H39 1.84700 15.88800 8.94800
H40 1.71900 14.32900 9.47500
H41 3.15100 16.53900 10.67000
H42 3.93900 14.91800 11.13200
H43 2.36700 15.84900 12.55000
H44 3.16700 14.47600 7.76200
C13 2.59000 16.96800 5.70300
C14 1.41400 16.48800 4.76500
O17 0.23500 16.25800 5.52400
O18 3.84700 17.30400 5.08800
H45 2.86800 16.07700 6.37300
H46 2.36000 17.82100 6.44800
H47 1.63900 15.56000 4.23200
H48 1.20400 17.14200 3.96700
H49 0.16600 15.35500 5.83500
H50 4.43600 17.61700 5.69700
C15 5.13600 15.33400 2.36600
C16 4.77400 14.48500 3.56700
O19 5.64900 13.41000 3.55700
O20 4.33100 16.46400 2.43700
H51 4.85500 14.81500 1.46500
H52 6.21100 15.65700 2.36500
H53 3.73700 14.16200 3.46800
H54 4.71200 14.98700 4.54800
H55 5.78600 13.21800 2.61800
H56 3.99700 16.68000 3.30700
C17 -1.35600 13.99900 3.85700
C18 -0.59700 12.83300 4.54000
O21 0.64300 13.18700 4.98500
O22 -2.56900 13.44000 3.35900
H57 -0.83400 14.34600 3.00500
H58 -1.53300 14.87100 4.51900
H59 -0.63700 11.96700 3.79700
H60 -1.16300 12.44000 5.35200
H61 1.12600 13.23900 4.10500
H62 -2.92300 13.00300 4.16900
C19 7.55400 16.97000 4.96700
C20 8.25700 16.08500 3.94700
O23 7.87500 14.74100 4.08700
O24 8.02300 18.21800 4.71600
H63 7.75500 16.57200 6.05600
H64 6.56500 16.93800 4.69300
H65 9.32300 16.08200 4.15800
H66 8.13800 16.48000 2.88500
H67 6.96900 14.53200 3.80300
H68 8.96500 18.14000 4.83800

LUMO energy   -0.1 eV
HOMO   -9.19 eV
ΔE to the lowest compared entry with this formula, charge and spin   5.840 eV
Kohn-Sham gap   9.059 eV


Density functional theory data (ωB97M-V with the def2-TZVPD basis set) for a cluster of 2 separate species, C4H8N6 in total.

Cartesian coordinates (Å):
C1 2.23676 -0.69286 -0.58434
C2 -1.49401 -0.49486 0.90359
C3 1.70869 -0.38020 0.71642
C4 0.89224 0.90236 0.69069
N1 2.61461 -0.88136 -1.64672
N2 -1.92415 0.67855 0.68613
N3 -2.03229 0.87101 -0.65675
N4 -1.18097 -1.22806 -0.26608
N5 -1.45047 -0.29736 -1.33887
N6 0.70454 1.68527 -0.26827
H1 -1.41417 -0.94011 1.87415
H2 2.52928 -0.25735 1.43089
H3 1.08213 -1.21149 1.05332
H4 0.48169 1.19279 1.65230
H5 -1.75020 -2.06161 -0.39479
H6 -0.54565 -0.04189 -1.75078
H7 1.13970 1.41141 -1.15084
H8 -1.59772 1.74577 -0.95006

LUMO energy   0.7 eV
SMILES string   [H]/N=C\CC#N.C1=NNNN1
HOMO   -7.92 eV
ΔE to the lowest compared entry with this formula, charge and spin   4.589 eV
Kohn-Sham gap   8.578 eV


Density functional theory data (ωB97M-V with the def2-TZVPD basis set) for a cluster of 7 separate species, C30H45BN6O in total.

Cartesian coordinates (Å):
B1 -2.93889 -3.29303 -1.11171
O1 -2.94920 -3.38461 -2.44980
C1 -2.01608 -2.64649 -3.24656
C2 -2.49832 -1.21841 -3.44984
C3 -3.85464 -1.17295 -4.13932
C4 -1.43312 -0.36222 -4.16720
C5 -0.40639 0.18194 -3.17787
C6 -0.73007 -1.07228 -5.32570
H1 -2.10379 -2.62199 -0.55971
H2 -3.76330 -3.89525 -0.49760
H3 -1.92771 -3.16962 -4.20022
H4 -1.04346 -2.65766 -2.74430
H5 -2.59588 -0.80376 -2.43626
H6 -4.15707 -0.14038 -4.32526
H7 -4.62788 -1.65285 -3.54040
H8 -3.81740 -1.68521 -5.10567
H9 -1.95235 0.49735 -4.60112
H10 0.16178 -0.62851 -2.70906
H11 -0.88372 0.75235 -2.37800
H12 0.31395 0.83741 -3.67260
H13 -0.14125 -0.35534 -5.89995
H14 -1.43621 -1.54131 -6.01602
H15 -0.04674 -1.84683 -4.96801
N1 -0.62687 2.26263 1.20291
C7 -0.32531 0.93059 1.11602
C8 -1.39122 0.29390 0.53938
C9 -2.37687 1.28123 0.26807
C10 -1.87530 2.48540 0.69113
H16 -0.01466 2.95699 1.59206
H17 0.61921 0.55168 1.46702
H18 -1.46712 -0.76174 0.33421
H19 -3.34891 1.12102 -0.17064
H20 -2.31860 3.46833 0.68102
N2 -0.16474 -3.09171 2.01885
C11 -0.33243 -3.07525 3.37661
C12 -0.79021 -4.30878 3.75592
C13 -0.90529 -5.10054 2.57949
C14 -0.51316 -4.31983 1.52606
H21 0.15744 -2.31964 1.46579
H22 -0.11446 -2.19362 3.95454
H23 -1.02007 -4.61115 4.76396
H24 -1.23325 -6.12446 2.51462
H25 -0.45321 -4.53370 0.47263
N3 -2.29612 3.58051 -2.52576
C15 -2.78938 3.14595 -3.72042
C16 -2.57840 4.12652 -4.65350
C17 -1.92429 5.20004 -3.98731
C18 -1.76308 4.82977 -2.67713
H26 -2.32063 3.04709 -1.67152
H27 -3.24183 2.17253 -3.80069
H28 -2.84690 4.07669 -5.69539
H29 -1.60585 6.13288 -4.42175
H30 -1.31441 5.35102 -1.84849
N4 0.63387 5.63803 2.02104
C19 1.46467 6.66195 1.65355
C20 2.27886 6.93932 2.71791
C21 1.91912 6.04942 3.76922
C22 0.89742 5.26131 3.31003
H31 -0.09400 5.26349 1.44029
H32 1.41150 7.09832 0.67127
H33 3.04702 7.69397 2.74341
H34 2.35284 6.00154 4.75524
H35 0.33839 4.47813 3.79413
N5 5.03938 4.66989 3.67313
C23 5.72383 4.98843 4.81232
C24 6.96578 4.41532 4.73286
C25 7.03130 3.72220 3.49340
C26 5.82698 3.89976 2.86457
H36 4.09804 4.95876 3.46474
H37 5.27506 5.59419 5.58121
H38 7.74050 4.48505 5.47798
H39 7.86616 3.16064 3.10875
H40 5.46907 3.54634 1.91271
N6 0.95790 -10.04574 1.41077
C27 1.18997 -9.42692 2.60939
C28 1.26915 -8.07999 2.37801
C29 1.07798 -7.87930 0.98346
C30 0.88877 -9.11022 0.41464
H41 0.85344 -11.03480 1.28221
H42 1.27649 -9.99315 3.52078
H43 1.43754 -7.31818 3.12073
H44 1.07714 -6.93570 0.46415
H45 0.70948 -9.39676 -0.60737

LUMO energy   0.2 eV
SMILES string   BOC[C@H](C)C(C)C.c1cc[nH]c1.c1cc[nH]c1.c1cc[nH]c1.c1cc[nH]c1.c1cc[nH]c1.c1cc[nH]c1
HOMO   -8.21 eV
Kohn-Sham gap   8.385 eV